Record 1
Below is a 2-piece molecular cluster, C2HCl5 overall, with properties calculated with the ωB97M-V functional and the def2-TZVPD basis.

Geometry as XYZ:
```
8
Properties=species:S:1:pos:R:3
C -0.30131 -1.06093 0.06312
C 2.14979 0.17845 2.82955
Cl -1.87815 -1.08296 0.71095
Cl 1.06446 -1.06953 0.94676
Cl 1.92694 -1.07174 3.95483
Cl 3.87466 0.38759 2.56206
Cl 1.18254 1.65467 3.10266
H -0.31096 -0.58510 -0.85763
```

- E (eV) = -64698.4830
- energy above the lowest of the compared OMol25 structures with the same formula, charge and spin (eV) = 3.796
- total charge = 0
- M (Da) = 202.30
- LUMO (spin up / spin down) (Eh) = -0.01295 / -0.03960
- HOMO-LUMO gap (spin up / spin down) (Eh) = 0.31063 / 0.26699

Results of the natural (NBO) charge analysis, in e, for atoms 1 through 6:
1 C -0.325
2 C -0.224
3 Cl 0.040
4 Cl 0.185
5 Cl 0.070
6 Cl 0.036

=====

Record 2
Below is one molecule with the formula C5H7NO, with properties calculated with the ωB97M-V functional and the def2-TZVPD basis.

Geometry as XYZ:
```
14
Properties=species:S:1:pos:R:3
C -1.93033 0.05223 0.08587
C -0.45341 -0.14708 -0.03154
N 0.17232 -1.09075 0.89851
C 0.66288 0.26366 0.88260
C 1.64377 0.47147 -0.26029
C 0.53407 -0.07398 -1.18134
O 0.47884 -0.33799 -2.34966
H -2.25510 1.05294 -0.21273
H -2.17201 -0.09863 1.14123
H -2.47942 -0.68440 -0.50758
H 0.79939 -1.75620 0.45192
H 0.59151 0.86064 1.78247
H 2.60557 -0.04838 -0.24463
H 1.80191 1.53646 -0.45482
```

- E (eV) = -8834.2038
- energy above the lowest of the compared OMol25 structures with the same formula, charge and spin (eV) = 1.999
- SMILES = C[C@]12N[C@H]1CC2=O
- total charge = 0
- M (Da) = 97.12
- LUMO (Eh) = 0.03604
- HOMO-LUMO gap (Eh) = 0.38540

Results of the natural (NBO) charge analysis, in e, for atoms 1 through 6:
1 C -0.617
2 C -0.024
3 N -0.552
4 C -0.067
5 C -0.526
6 C 0.594

=====

Record 3
Below is C23H17F10N5OOs as an isolated structure, with properties calculated with the ωB97M-V functional and the def2-TZVPD basis.

Geometry as XYZ:
```
57
Properties=species:S:1:pos:R:3
Os -9.06349 -5.15240 -13.44310
C -7.75745 -2.85055 -14.86009
N -9.16599 -3.39397 -14.82573
C -10.07229 -2.48533 -14.12283
C -9.83495 -2.52622 -12.57220
N -9.03673 -3.71867 -12.14424
C -8.63843 -3.87814 -10.83061
C -9.58770 -4.03127 -9.76131
F -10.88833 -3.88296 -10.03218
C -9.25495 -4.30190 -8.44226
F -10.22440 -4.35287 -7.51332
C -7.86705 -4.42466 -8.14067
F -7.57351 -4.94564 -6.93673
C -6.90061 -4.10298 -9.11096
F -5.60004 -3.83943 -8.80254
C -7.25618 -3.69271 -10.38804
F -6.45087 -2.88946 -11.10069
C -9.53969 -3.88130 -16.08592
C -8.76348 -5.15017 -16.30979
N -8.40149 -5.90243 -15.08244
C -7.80974 -7.15281 -15.31106
C -6.46487 -7.13378 -15.71057
F -5.80744 -5.87618 -15.70625
C -5.87982 -8.27289 -16.18078
F -4.58991 -8.34092 -16.57706
C -6.61410 -9.47204 -16.21116
F -6.04590 -10.61711 -16.69473
C -7.92663 -9.51965 -15.78113
F -8.45628 -10.76582 -15.85446
C -8.51212 -8.39211 -15.23514
F -9.76233 -8.39870 -14.74380
H -7.79408 -1.82098 -15.28218
H -7.11975 -3.53464 -15.44381
H -7.26996 -2.82600 -13.88183
H -11.06503 -2.77758 -14.41946
H -10.05140 -1.43324 -14.58824
H -10.84207 -2.52340 -12.14072
H -9.31204 -1.63427 -12.13155
H -9.39320 -3.19018 -17.04360
H -10.62530 -3.92697 -16.07861
H -7.82760 -5.01860 -16.89164
H -9.39755 -5.84477 -16.94378
N -14.16268 -6.12054 -14.83835
C -14.21079 -6.93713 -13.68438
O -15.17697 -7.68630 -13.43542
C -13.01159 -6.88938 -12.86117
C -12.73653 -7.96824 -11.97335
C -11.44982 -8.18894 -11.52315
C -10.42908 -7.38700 -12.02559
N -10.67356 -6.30304 -12.84520
C -11.96617 -6.00379 -13.15055
H -15.02627 -6.34974 -15.35536
H -13.26295 -6.17248 -15.25924
H -13.60219 -8.56837 -11.68482
H -11.27942 -8.89714 -10.74422
H -9.41998 -7.42844 -11.72071
H -12.18066 -5.09705 -13.71588
```

- E (eV) = -63243.1067
- energy above the lowest of the compared OMol25 structures with the same formula, charge and spin (eV) = 2.114
- total charge = +2
- M (Da) = 759.63
- 2S+1 = 5
- LUMO (spin up / spin down) (Eh) = -0.28892 / -0.36021
- HOMO-LUMO gap (spin up / spin down) (Eh) = 0.25926 / 0.19526

Results of the natural (NBO) charge analysis, in e, for atoms 1 through 6:
1 Os 1.725
2 C -0.453
3 N -0.426
4 C -0.258
5 C -0.267
6 N -0.631